Record 1
{
  "formula": "C8H9Cl3N4O2S2SbSe4SiTi",
  "method": "wB97M-V/def2-TZVPD",
  "s_squared": 0.765,
  "charge": -2,
  "e_lumo_ev": [3.82, 3.82],
  "e_above_lowest_ev": 0.9505,
  "e_homo_ev": [-1.73, -1.91],
  "multiplicity": 2,
  "gap_ev": [5.5, 5.7],
  "symbols": ["Ti", "Se", "Sb", "Se", "Se", "Se", "N", "C", "N", "C", "C", "S", "C", "C", "S", "C", "N", "N", "H", "H", "H", "H", "H", "H", "C", "C", "O", "O", "H", "H", "H", "Cl", "Si", "Cl", "Cl"],
  "positions_angstrom": [[-0.601, -0.443, 0.071], [-0.547, 0.949, 5.068], [-1.773, 1.054, 2.932], [-0.208, 1.804, 0.975], [-2.039, -1.400, 1.717], [-3.756, 2.473, 3.167], [0.827, -1.689, 3.321], [1.623, -1.051, 2.462], [1.341, -0.810, 1.209], [2.417, -0.237, 0.552], [3.504, 0.006, 1.316], [3.224, -0.521, 2.936], [2.268, 0.135, -0.848], [3.274, 0.429, -1.698], [2.636, 0.832, -3.252], [1.010, 0.577, -2.632], [0.990, 0.206, -1.382], [-0.062, 0.769, -3.414], [-0.117, -1.870, 2.973], [0.858, -1.396, 4.286], [4.421, 0.495, 1.037], [4.334, 0.388, -1.518], [0.108, 1.212, -4.299], [-0.965, 1.028, -2.971], [-3.813, 1.722, -0.547], [-2.659, 1.240, -1.364], [-2.392, 1.733, -2.463], [-1.971, 0.263, -0.867], [-4.567, 2.171, -1.192], [-3.456, 2.481, 0.152], [-4.232, 0.912, 0.045], [-1.284, -2.226, -2.149], [0.043, -3.083, -0.677], [-0.354, -5.154, -1.091], [1.918, -2.996, -1.854]],
  "mulliken_charge": [0.58, -0.75, 0.71, -0.49, -0.81, -0.72, -0.30, 0.36, 0.35, -0.37, -0.46, -0.30, -0.28, -0.46, -0.33, 0.19, 0.88, -0.30, 0.07, 0.21, 0.41, 0.42, 0.25, 0.21, -1.07, 0.80, -0.81, 0.02, 0.39, 0.13, 0.25, -0.27, 0.27, -0.39, -0.39]
}

=====

Record 2
{
  "formula": "C8H9FSe",
  "method": "wB97M-V/def2-TZVPD",
  "e_lumo_ev": 0.79,
  "e_above_lowest_ev": 1.6006,
  "e_homo_ev": -7.77,
  "smiles": "CC[Se]c1ccccc1F",
  "gap_ev": 8.6,
  "symbols": ["C", "C", "Se", "C", "C", "C", "C", "C", "C", "F", "H", "H", "H", "H", "H", "H", "H", "H", "H"],
  "positions_angstrom": [[0.886, 3.006, -1.424], [1.084, 1.514, -1.677], [1.875, 0.498, -0.161], [0.414, -0.443, 0.441], [-0.926, -0.137, 0.388], [-1.915, -0.950, 0.969], [-1.602, -2.184, 1.436], [-0.325, -2.785, 1.478], [0.753, -2.082, 1.118], [2.009, -2.344, 1.081], [1.877, 3.257, -1.065], [0.803, 3.538, -2.289], [0.182, 3.395, -0.665], [1.614, 1.243, -2.558], [0.212, 0.891, -1.828], [-1.311, 0.810, -0.076], [-2.920, -0.710, 1.189], [-2.468, -2.685, 1.993], [-0.242, -3.831, 1.649]],
  "mulliken_charge": [-0.98, -0.74, 0.08, -0.15, 0.19, -0.70, -0.17, -0.61, 0.36, -0.24, 0.27, 0.41, 0.26, 0.42, 0.33, 0.28, 0.38, 0.21, 0.40]
}